DFT (ωB97M-V/def2-TZVPD) results for a 2-piece molecular cluster, C3H9N2O2 overall.

Each line ends with the natural charge from an NBO analysis.
Geometry (Å):
C (-0.394, -0.879, -0.906)  -0.218
C (1.040, -0.921, -0.350)  -0.218
N (1.838, 0.126, -1.002)  -0.868
N (-1.302, -1.465, 0.069)  -0.879
H (-0.561, 0.186, -1.116)  0.179
H (-0.449, -1.469, -1.813)  0.159
H (0.948, -0.750, 0.729)  0.181
H (1.488, -1.898, -0.514)  0.160
H (2.825, 0.022, -0.765)  0.334
H (1.551, 1.020, -0.613)  0.392
H (-1.424, -0.770, 0.805)  0.414
H (-2.214, -1.638, -0.331)  0.333
O (0.266, 2.381, 0.934)  -0.792
C (-0.841, 2.106, 1.429)  0.640
O (-1.424, 1.002, 1.470)  -0.812
H (-1.347, 2.945, 1.974)  -0.004

Forces on the atoms, in the same order (eV/Å):
0.57 -0.06 0.52
-0.44 0.52 0.03
0.48 -0.25 -0.09
0.03 -0.25 0.10
-0.38 -0.13 -0.10
0.02 0.08 -0.46
0.07 -0.10 0.00
0.12 -0.15 -0.03
-0.29 -0.01 0.00
-0.17 0.10 0.10
-0.05 0.09 0.02
-0.05 0.10 -0.12
0.23 0.13 -0.35
0.35 -0.25 0.41
-0.32 0.09 0.06
-0.17 0.10 -0.09

Summary:
E_HOMO: -4.5 eV
Relative energy (zero: lowest compared OMol25 entry of this formula, charge and spin): 59.1 kJ/mol
HOMO-LUMO gap: 8.9 eV
Net charge: -1
F_max: 0.01511 hartree/bohr
M: 105.117 u



DFT (ωB97M-V/def2-TZVPD) results for an isolated ion of composition C5H13N2 and charge +1.

Each line ends with the natural charge from an NBO analysis.
Geometry (Å):
C (-1.018, 1.654, 2.266)  -0.612
C (0.309, 1.538, 1.491)  -0.383
C (0.101, 1.496, -0.082)  -0.462
C (-0.625, 0.202, -0.477)  -0.257
N (0.150, -0.521, -1.499)  -0.483
C (0.641, -1.789, -1.539)  0.383
N (0.614, -2.728, -0.545)  -0.742
H (-0.865, 1.702, 3.359)  0.229
H (-1.315, 2.692, 1.900)  0.208
H (-1.762, 0.988, 2.128)  0.192
H (0.748, 2.495, 1.668)  0.224
H (0.827, 0.656, 1.876)  0.199
H (-0.536, 2.326, -0.481)  0.234
H (1.175, 1.791, -0.343)  0.258
H (-1.685, 0.198, -0.981)  0.243
H (-0.986, -0.328, 0.366)  0.231
H (0.144, -0.025, -2.373)  0.432
H (0.864, -2.359, -2.537)  0.258
H (0.181, -2.649, 0.320)  0.417
H (1.415, -3.351, -0.548)  0.431

Forces on the atoms, in the same order (eV/Å):
2.44 4.34 0.26
-2.40 -0.55 -0.56
0.19 1.34 1.40
-1.09 0.15 -2.03
1.05 -4.01 0.05
-1.83 -0.21 -0.22
1.43 1.26 -2.53
0.15 0.13 -0.50
-0.58 -1.30 0.92
-2.40 -2.43 -0.97
1.20 0.14 0.42
0.69 0.31 -0.45
0.59 -0.28 0.84
-1.47 -1.44 -1.01
1.86 1.33 0.50
0.90 -1.27 1.12
0.20 -0.11 -0.37
0.36 2.13 1.61
-0.82 0.79 1.78
-0.47 -0.30 -0.27

Summary:
E_HOMO: -14.5 eV
Relative energy (zero: lowest compared OMol25 entry of this formula, charge and spin): 278.7 kJ/mol
HOMO-LUMO gap: 10.4 eV
Net charge: +1
F_max: 0.09693 hartree/bohr
M: 101.173 u



DFT (ωB97M-V/def2-TZVPD) results for CH4BrClSi as an isolated structure.

Each line ends with the natural charge from an NBO analysis.
Geometry (Å):
C (1.076, -1.131, 0.364)  -0.708
Si (-0.181, 0.121, -0.316)  0.831
Cl (2.611, -0.794, -0.530)  -0.045
Br (0.484, -2.863, -0.305)  0.037
H (1.464, -1.302, 1.413)  0.265
H (0.134, -0.118, -1.829)  -0.126
H (0.175, 1.622, 0.020)  -0.121
H (-1.555, -0.434, -0.067)  -0.133

Forces on the atoms, in the same order (eV/Å):
1.48 -0.61 0.65
0.45 0.50 -1.43
0.13 0.35 0.16
-0.31 -0.16 0.29
-1.13 0.45 -1.14
-0.47 0.42 1.30
-0.55 -1.55 -0.06
0.39 0.59 0.23

Summary:
E_HOMO: -10.4 eV
Relative energy (zero: lowest compared OMol25 entry of this formula, charge and spin): 247.7 kJ/mol
HOMO-LUMO gap: 10.9 eV
Net charge: 0
F_max: 0.03357 hartree/bohr
M: 159.486 u



DFT (ωB97M-V/def2-TZVPD) results for C30H44BCl5N2OP2V as an isolated structure.

Each line ends with the Mulliken spin population.
Geometry (Å):
V (0.424, -0.294, 0.373)  1.968
C (-1.202, -2.296, -2.799)  0.007
C (-2.358, -1.882, -1.834)  -0.018
C (-2.841, -0.396, -2.160)  0.000
C (-3.552, -2.807, -2.113)  -0.001
P (-1.678, -1.775, -0.006)  0.187
C (-3.017, -0.816, 0.926)  0.015
N (-2.407, 0.488, 1.204)  0.042
B (-1.014, 0.820, 1.002)  -0.364
N (-0.870, 2.286, 1.275)  0.051
C (0.356, 3.032, 1.302)  0.008
P (1.502, 1.825, 0.279)  0.093
C (3.292, 2.223, 0.943)  0.001
C (4.252, 1.188, 0.371)  0.014
C (3.853, 3.643, 0.445)  0.002
C (3.418, 2.252, 2.445)  -0.003
C (1.350, 2.583, -1.481)  -0.036
C (0.198, 1.902, -2.176)  0.034
C (2.555, 2.232, -2.376)  -0.004
C (1.101, 4.083, -1.398)  0.002
C (-2.119, 2.756, 1.698)  0.002
C (-2.442, 4.001, 2.274)  -0.001
C (-3.787, 4.126, 2.724)  0.007
C (-4.728, 3.064, 2.595)  0.003
C (-4.345, 1.816, 2.065)  0.004
C (-3.041, 1.645, 1.601)  0.001
C (-2.068, -3.452, 0.841)  -0.015
C (-1.107, -4.482, 0.238)  0.003
C (-3.552, -3.971, 0.670)  0.001
C (-1.653, -3.232, 2.297)  0.011
H (-1.654, -2.467, -3.771)  0.001
H (-0.630, -3.171, -2.468)  0.001
H (-0.524, -1.473, -2.846)  0.000
H (-2.566, -0.357, -3.215)  0.001
H (-2.259, 0.380, -1.729)  0.006
H (-3.902, -0.273, -2.030)  0.000
H (-3.816, -2.687, -3.141)  -0.001
H (-4.472, -2.631, -1.511)  0.000
H (-3.318, -3.913, -2.052)  0.000
H (-3.384, -1.342, 1.771)  -0.002
H (-3.777, -0.564, 0.170)  0.000
H (0.666, 2.987, 2.349)  -0.003
H (0.405, 4.089, 0.998)  -0.001
H (4.102, 1.047, -0.699)  0.002
H (4.119, 0.190, 0.846)  -0.001
H (5.284, 1.476, 0.670)  0.000
H (4.960, 3.653, 0.564)  0.000
H (3.411, 4.409, 1.066)  0.000
H (3.622, 3.878, -0.564)  -0.001
H (2.971, 1.384, 2.933)  0.002
H (2.830, 3.121, 2.840)  0.000
H (4.413, 2.335, 2.834)  0.000
H (0.373, 0.824, -2.350)  -0.007
H (-0.073, 2.350, -3.119)  0.000
H (-0.747, 2.086, -1.639)  0.005
H (2.668, 1.123, -2.487)  0.001
H (3.545, 2.701, -2.111)  0.000
H (2.351, 2.641, -3.393)  0.001
H (1.783, 4.651, -2.027)  0.000
H (1.219, 4.523, -0.422)  -0.001
H (0.082, 4.290, -1.633)  0.000
H (-1.754, 4.861, 2.316)  -0.001
H (-4.116, 5.139, 3.034)  0.000
H (-5.801, 3.191, 2.947)  0.000
H (-4.931, 0.908, 2.016)  -0.001
H (-1.359, -4.888, -0.734)  0.000
H (-0.947, -5.328, 0.850)  0.001
H (-0.154, -4.012, 0.044)  0.002
H (-3.685, -4.640, -0.205)  0.000
H (-4.231, -3.127, 0.579)  0.000
H (-3.798, -4.600, 1.509)  0.000
H (-0.673, -2.713, 2.421)  0.004
H (-1.649, -4.261, 2.781)  0.000
H (-2.360, -2.711, 2.976)  0.002
Cl (6.190, -4.188, 0.390)  0.000
C (4.670, -3.577, -0.110)  -0.003
C (3.775, -3.149, 0.866)  0.004
Cl (4.147, -3.362, 2.484)  0.000
C (2.721, -2.425, 0.520)  0.008
Cl (1.713, -1.690, 1.797)  0.014
C (2.459, -2.039, -0.813)  0.029
O (1.571, -1.119, -1.153)  -0.083
C (3.244, -2.658, -1.855)  -0.002
Cl (2.720, -2.458, -3.469)  0.000
C (4.420, -3.347, -1.494)  0.004
Cl (5.629, -3.631, -2.759)  0.000

Forces on the atoms, in the same order (eV/Å):
3.19 -3.89 -3.39
-0.74 0.16 1.14
0.05 0.77 0.85
1.04 -2.21 -1.34
-0.08 -1.39 1.11
-2.42 -1.09 0.07
0.94 1.91 -2.46
1.32 0.48 0.23
-2.76 3.44 1.27
-1.91 -1.19 -0.62
1.28 -1.70 0.53
0.96 3.58 1.13
0.92 1.03 -1.42
0.17 -1.16 0.69
-0.27 -1.16 1.07
-2.44 0.57 0.97
1.01 -0.56 0.00
-1.66 -0.51 0.57
1.19 0.10 -0.59
0.63 0.39 0.17
0.31 -0.60 0.16
-1.50 -0.71 -0.24
0.12 0.16 -0.87
-0.51 -0.01 0.33
0.66 0.32 -0.07
-0.37 1.90 1.23
0.20 -0.12 -0.95
0.31 0.80 -0.88
1.06 0.27 -0.39
-0.35 -1.09 1.65
0.15 -0.11 -0.22
-0.31 0.07 -0.10
0.74 0.50 -0.28
-0.62 0.44 -0.30
0.37 0.65 0.86
-0.27 0.17 0.11
-0.26 0.43 -0.83
0.76 0.06 -0.35
0.00 1.29 0.15
-0.41 -0.28 0.75
-0.37 -0.69 0.50
0.58 0.27 -0.07
-0.72 -0.72 -0.06
0.53 0.11 0.05
-0.18 0.42 -0.23
-0.54 -0.10 -0.67
-0.77 -0.03 0.07
0.03 0.38 0.17
-0.10 0.08 -0.83
0.02 -0.28 -0.09
0.63 -0.60 -0.16
0.77 0.11 -0.26
-0.13 0.37 0.17
0.60 0.25 -0.67
0.22 -0.48 0.30
0.01 0.91 0.16
-1.07 -0.65 0.02
-0.09 -0.35 0.61
-0.17 -0.09 -0.38
0.44 0.00 0.15
-0.73 0.30 -0.53
-0.32 -0.72 0.02
0.12 -0.97 0.08
1.63 -0.03 -0.47
-0.72 0.35 0.21
-0.67 0.17 -0.30
0.11 -0.85 1.00
0.70 0.08 0.27
0.30 0.70 0.46
-0.31 -0.23 0.23
-0.18 0.03 0.65
-0.63 -0.72 -0.18
0.53 1.10 -0.50
0.11 0.09 -0.83
0.15 -0.29 -0.17
0.52 0.07 -1.49
2.25 -1.31 -0.12
0.25 -0.35 1.40
-2.48 2.08 -1.53
0.45 -0.32 -0.18
0.12 -0.27 -1.16
-0.62 -0.14 1.60
0.07 0.01 1.70
0.20 0.17 -0.03
-0.09 0.61 0.10
-0.98 -0.16 1.24

Summary:
E_HOMO (alpha / beta): -10.4 / -10.6 eV
Relative energy (zero: lowest compared OMol25 entry of this formula, charge and spin): 93.8 kJ/mol
2S+1: 3
HOMO-LUMO gap (alpha / beta): 6.5 / 7.1 eV
Net charge: +1
F_max: 0.11793 hartree/bohr
M: 749.664 u



DFT (ωB97M-V/def2-TZVPD) results for one molecule with the formula C3H6N2O.

Each line ends with the natural charge from an NBO analysis.
Geometry (Å):
O (-2.182, 0.975, 0.875)  -0.635
C (-1.128, 0.526, 0.477)  0.766
N (-0.185, -0.216, 1.164)  -0.641
C (0.797, -0.839, 0.283)  -0.230
C (0.741, 0.113, -0.930)  -0.323
N (-0.635, 0.676, -0.784)  -0.656
H (-0.444, -0.598, 2.057)  0.406
H (0.495, -1.854, -0.001)  0.182
H (1.781, -0.906, 0.771)  0.206
H (1.513, 0.923, -0.788)  0.211
H (0.095, -0.274, -1.768)  0.306
H (-0.848, 1.474, -1.355)  0.407

Forces on the atoms, in the same order (eV/Å):
0.08 -0.19 0.41
-0.22 0.55 0.38
-0.15 0.03 0.33
-0.28 -0.13 -0.04
-1.73 0.31 0.35
-0.32 1.34 1.27
-0.02 -0.09 -0.08
0.02 0.02 0.03
-0.29 0.19 -0.34
-0.62 -0.96 -1.18
3.94 -1.17 -1.36
-0.41 0.10 0.23

Summary:
E_HOMO: -9.3 eV
Relative energy (zero: lowest compared OMol25 entry of this formula, charge and spin): 186.0 kJ/mol
HOMO-LUMO gap: 10.2 eV
Net charge: 0
F_max: 0.08416 hartree/bohr
M: 86.094 u



DFT (ωB97M-V/def2-TZVPD) results for one molecule with the formula C3H4FN3.

Each line ends with the natural charge from an NBO analysis.
Geometry (Å):
F (-2.509, -0.309, -0.549)  -0.351
C (-1.787, 0.243, 0.506)  0.021
C (-0.329, 0.197, 0.128)  0.240
N (0.568, 1.111, -0.375)  -0.459
C (1.622, 0.408, -0.568)  0.162
N (1.451, -0.892, -0.245)  -0.345
N (0.208, -1.043, 0.214)  -0.264
H (-2.087, 1.204, 0.567)  0.178
H (-1.763, -0.300, 1.445)  0.190
H (2.461, 0.957, -0.945)  0.212
H (2.164, -1.576, -0.178)  0.415

Forces on the atoms, in the same order (eV/Å):
-0.22 -0.42 0.62
2.60 -1.68 -1.24
1.18 -2.31 -0.38
-2.70 0.20 0.78
1.28 0.29 -0.41
-0.18 1.83 -0.29
-0.71 0.89 0.40
-1.17 3.12 0.71
-1.15 -0.38 -0.06
0.88 -0.78 -0.14
0.21 -0.77 0.03

Summary:
E_HOMO: -10.1 eV
Relative energy (zero: lowest compared OMol25 entry of this formula, charge and spin): 103.3 kJ/mol
HOMO-LUMO gap: 11.0 eV
Net charge: 0
F_max: 0.06631 hartree/bohr
M: 101.084 u